{"formula": "C36H86N2", "method": "ωB97M-V/def2-TZVPD", "molar_mass_g_mol": 547.1, "e_homo_ev": -8.04, "relative_energy_kcal_mol": 49.2, "energy_ha": -1532.07074, "smiles": "CCN(CC)CC.CCN(CC)CC.CCCCCC.CCCCCC.CCCCCC.CCCCCC", "orbital_gap_ev": 8.808, "species": ["C", "H", "H", "C", "H", "C", "C", "H", "H", "H", "H", "H", "H", "H", "C", "H", "H", "C", "H", "H", "C", "H", "H", "H", "H", "C", "H", "H", "H", "H", "C", "H", "H", "H", "H", "H", "C", "H", "H", "H", "C", "C", "H", "H", "C", "H", "C", "N", "C", "H", "H", "H", "H", "H", "H", "C", "H", "H", "H", "C", "H", "N", "H", "H", "H", "H", "H", "H", "H", "C", "H", "H", "C", "H", "H", "H", "C", "H", "C", "C", "H", "C", "H", "H", "C", "C", "H", "C", "C", "H", "C", "C", "H", "H", "C", "H", "H", "H", "C", "H", "H", "H", "H", "C", "H", "H", "H", "H", "H", "H", "H", "H", "H", "H", "C", "H", "H", "C", "C", "H", "C", "H", "H", "H"], "coordinates": [[3.5873, 1.2219, 1.6127], [0.6732, 2.4063, -1.2887], [-2.8881, -0.2510, -1.0297], [2.2827, -4.2133, -2.2593], [-2.3437, 0.3673, 3.6378], [1.1800, -0.5784, -3.8979], [-3.5027, -1.2728, 3.2910], [-2.3976, 2.0055, -2.3970], [3.8788, 2.8724, -1.8205], [3.2386, -6.2315, -5.8747], [-2.5033, -0.0171, 1.8897], [-4.5431, -0.2456, -1.2748], [0.1793, -6.2769, -2.0169], [-2.3887, -0.1957, -3.4781], [-0.9648, -1.2639, 3.0566], [5.8282, -1.4176, 1.6029], [-3.4199, -2.1870, 2.3941], [-2.8889, -2.1884, -2.7748], [2.7747, -3.3339, -4.9376], [1.8048, -4.2904, -0.2476], [2.3191, 2.0761, -3.0401], [-3.2889, -1.5152, 4.1191], [3.0835, -0.5235, -2.8690], [-0.6726, -4.9698, -1.1599], [1.4600, -3.5979, -2.5171], [-0.6800, -2.4725, 2.0838], [-2.7869, 3.7949, 1.7741], [1.9432, -1.1515, -1.8906], [3.0175, -3.4209, -2.0101], [3.0681, 1.6832, -3.5698], [-2.2179, 3.8615, 2.8180], [5.2402, -1.4393, -0.5627], [-5.1346, 2.0776, -0.5277], [0.9738, 0.1362, -4.6237], [3.7184, -4.8451, -6.5581], [3.1127, 3.9613, -2.9211], [1.2639, 4.4869, 1.4111], [4.2626, 3.6113, 2.0621], [-3.1598, 4.3725, -1.2088], [-0.1528, 1.3125, -2.3434], [0.4086, -5.5152, -1.1078], [-5.9233, -1.3399, 2.8536], [1.0623, 0.5670, 0.3908], [5.2791, 2.2623, 1.2835], [0.5766, 1.3864, -1.5909], [-2.1039, -2.6104, -2.1691], [-4.0644, 3.9579, -1.1712], [1.8793, 1.0902, -2.0497], [5.2165, -0.6211, 1.2194], [2.3420, 0.3371, 3.9744], [0.3158, -5.9522, -0.0472], [1.4466, 2.3563, -3.5755], [1.7885, -1.4542, 4.2621], [-3.9763, -0.6115, -3.7974], [-5.9486, -2.1015, 3.5350], [2.4646, -5.0258, -3.5602], [-4.6394, 4.3235, -0.4250], [0.0335, -0.9105, -3.7026], [3.2424, -5.7880, -3.3498], [4.4854, 2.4184, 2.0990], [-3.3483, 2.2804, 0.0271], [4.1364, -0.0400, 2.1212], [-6.8968, -0.6460, 3.0598], [4.3761, -4.1947, -4.3113], [-4.0662, 1.9400, -3.0998], [-1.0701, -2.4865, 1.0389], [-4.9449, 4.3777, 4.6798], [0.0016, -0.6414, -0.7120], [0.1227, 2.7205, 2.0981], [-3.6018, 0.0133, -1.8257], [1.8222, 3.8694, 0.6496], [-1.1191, 5.6923, 2.1644], [0.0475, 3.6969, 1.6774], [-4.5913, 4.1743, -2.0599], [2.1217, -5.0913, -6.2894], [-3.8017, -2.6053, -2.5518], [-3.5194, 1.5691, -2.1018], [-0.8384, 0.9089, 0.1433], [-2.9453, 4.6326, 3.9364], [4.5344, -1.0603, -0.1578], [-4.7153, 0.1313, 2.2403], [-0.8336, 4.6106, 2.6264], [-3.1827, 5.5175, 3.7028], [0.4038, -2.8714, 2.2557], [-3.1897, -0.7835, -3.0512], [3.0629, -1.0633, 2.4847], [2.4643, -5.8110, -0.8940], [3.2346, -4.3677, -4.6948], [2.0852, -0.3185, -2.5905], [-2.3282, 4.3685, 4.7125], [2.5022, -0.7306, 3.9679], [-4.3074, 3.8186, 4.2733], [-4.8430, 0.3847, 3.9763], [1.4879, -1.3677, -4.3397], [-4.0656, 2.4035, -0.8894], [-2.5222, -2.7041, -3.6570], [-1.3876, -3.1314, 2.3142], [1.5343, -5.5500, -3.9534], [-4.7519, -0.3853, 3.0797], [3.3323, 1.2553, 0.5200], [-0.9429, -1.3983, 4.0341], [5.8952, 0.1576, 1.0809], [3.2284, -0.9510, 4.8222], [3.0851, -5.1340, -5.8949], [-0.1681, 4.7992, 3.4707], [2.1526, 3.7957, -1.7112], [1.2495, 5.4546, 1.0596], [2.2601, -1.1181, 1.8605], [4.3239, -0.2771, -0.9755], [-0.2454, -0.5264, 3.1792], [2.1154, 4.3730, 2.1721], [2.5940, 1.4373, 2.0967], [3.5667, -1.9377, 2.2596], [-1.9096, 2.8777, 3.0799], [0.1688, 0.5185, -0.3835], [4.9959, 2.2221, 3.1785], [-6.1366, -1.6841, 1.8485], [-2.3152, -0.4243, 2.8465], [2.8378, 3.2307, -2.3158], [-0.4777, 3.4283, 0.7617], [1.6613, -4.9501, -1.0314], [-4.7495, 3.3489, 3.4238], [-4.2149, 2.9791, 4.9374], [3.7839, -1.8534, -0.0943]]}

{"formula": "C36H92N4O12S4", "method": "ωB97M-V/def2-TZVPD", "molar_mass_g_mol": 901.4, "e_homo_ev": -8.26, "relative_energy_kcal_mol": 0.0, "energy_ha": -4141.37164, "smiles": "CCOS(C)(=O)=O.CCOS(C)(=O)=O.CCOS(C)(=O)=O.CCOS(C)(=O)=O.CCN(CC)CC.CCN(CC)CC.CCN(CC)CC.CCN(CC)CC", "orbital_gap_ev": 8.619, "species": ["C", "H", "H", "H", "H", "C", "C", "C", "H", "C", "H", "H", "H", "H", "H", "H", "H", "S", "O", "H", "H", "H", "C", "O", "H", "H", "H", "H", "H", "H", "H", "H", "H", "C", "H", "O", "O", "H", "H", "C", "H", "H", "H", "H", "H", "H", "S", "H", "H", "H", "H", "H", "C", "C", "H", "H", "O", "C", "H", "H", "H", "H", "H", "C", "H", "C", "C", "H", "H", "C", "C", "H", "H", "H", "O", "H", "O", "H", "H", "H", "H", "C", "S", "H", "H", "H", "C", "H", "O", "N", "H", "C", "N", "H", "C", "C", "H", "C", "H", "C", "H", "H", "C", "H", "C", "C", "H", "H", "C", "H", "O", "N", "H", "O", "H", "C", "N", "H", "H", "C", "H", "C", "H", "H", "S", "H", "O", "H", "O", "C", "H", "H", "H", "H", "H", "H", "C", "H", "H", "H", "C", "H", "H", "C", "H", "H", "C", "C"], "coordinates": [[-0.1662, -3.5742, -3.4897], [0.0078, -1.0852, 4.2349], [4.3765, 6.9914, -1.6070], [-5.4841, -4.1301, -0.7463], [-2.5953, 1.0584, -1.3390], [1.2995, 2.8569, -1.6492], [5.6590, 1.7563, -3.3696], [4.1983, 5.9206, -1.5637], [3.7841, -1.4520, 0.5903], [-3.0984, -3.0527, -3.1520], [-1.3406, 2.6805, -4.5196], [-1.6607, 0.1629, -2.5422], [-1.4983, -2.5573, 4.4671], [-4.1664, 2.1168, -4.0401], [5.4534, 3.1919, 0.6826], [2.6647, -1.6666, 1.9071], [3.6857, 2.9830, 0.9380], [4.1026, 5.2927, -3.2660], [-2.2610, 5.4088, 3.1435], [-1.6122, 2.3960, 1.4178], [-0.9251, -4.9808, -4.8939], [-0.0506, -4.2487, -2.6370], [0.7237, 0.3297, 1.8336], [-2.1398, 1.1669, -5.7491], [-3.9154, -4.4808, -5.3802], [4.1549, -2.6428, 1.6974], [4.2109, 0.5235, 0.0841], [1.9367, 5.9021, 2.3441], [-3.6371, -0.7218, 0.9515], [5.0661, 5.4189, -1.1423], [3.0824, 1.6159, 4.3840], [0.5730, 1.0799, -6.2472], [-2.5674, -4.6180, 6.5425], [4.5090, -0.6294, 2.4923], [-2.9204, -1.9452, 1.8869], [-5.0672, -1.4508, -0.9051], [-1.2088, 5.0621, 0.9030], [1.0641, 5.5769, 0.8274], [2.2754, 2.5165, -1.2849], [4.1641, 1.5317, 4.5246], [0.7435, 3.1354, 1.5322], [-4.3825, -1.4236, 3.8411], [-2.4524, -1.4000, -4.4160], [-0.9872, 2.7705, -6.2917], [5.0397, 1.5879, -4.2546], [1.8382, 1.6302, 0.5770], [-1.5002, 4.6057, 2.2352], [0.0027, 0.4016, -4.7622], [-1.4242, -4.2376, 4.2970], [5.1409, 1.2590, -2.5513], [-5.0523, 3.1340, -5.2428], [3.2625, 5.6575, -1.0831], [-6.3396, -3.6767, -0.2513], [-0.8726, -0.0477, -0.5247], [-0.0004, 0.9752, 2.3339], [-3.4698, -3.7166, 5.3746], [2.7328, 5.3267, -3.6731], [-1.3866, -3.4529, 5.0796], [-2.7282, -2.8373, 6.6890], [0.8486, -3.2671, 3.9258], [4.3855, -0.8219, 3.5565], [-3.9839, -3.2900, -2.5651], [-3.9142, -2.3352, -5.0432], [-1.2729, -4.0746, -4.3982], [-5.3964, -4.8327, -3.5367], [5.7690, 3.2642, -3.2207], [1.0231, -4.8752, 7.4815], [5.8217, 0.8027, 0.7679], [0.8036, -3.5663, -3.9918], [-4.6556, -5.6021, -3.7509], [-3.4647, -5.0298, -4.5347], [-0.5723, -5.5156, 6.2198], [-0.1815, -0.8252, -0.8836], [5.5943, -0.7899, 2.3480], [4.4289, 3.7326, -2.9572], [5.9022, 1.4265, 3.1884], [-3.2735, 2.6433, -7.4034], [-3.5808, 0.0878, 3.2726], [4.3290, 0.5863, 5.0390], [-4.0334, -1.2065, -3.7480], [-2.9341, -5.8447, -5.0319], [4.5818, 2.5695, 0.4778], [-5.8358, -2.0104, 0.1821], [-0.3399, -2.5588, -3.1280], [1.6986, -0.8217, 4.5091], [1.9162, -3.1165, 5.3780], [1.6958, 5.1402, 1.6004], [6.6376, 1.3074, -3.5293], [5.1742, 5.8562, -4.0437], [-0.1118, -3.4534, 5.7879], [-0.5813, 2.0442, -2.0727], [-4.0834, 2.7697, -4.9036], [-2.5357, -4.2958, -3.6910], [-5.1210, -6.3056, -4.4487], [-1.1145, 2.1156, -5.4258], [4.8191, 1.6485, 3.1466], [1.7707, 0.0279, -0.0419], [4.7605, 1.0933, 0.8342], [2.6682, 4.9239, 1.1489], [0.3640, 1.6597, -1.6753], [0.7010, 0.8768, -2.3698], [0.9009, -5.2117, 5.3459], [-3.8728, -1.4221, 1.7566], [-2.7834, -0.6344, -1.4395], [-2.5735, -3.6717, 6.0063], [0.8287, -1.3481, 4.9060], [-6.6450, -4.2141, 0.6396], [-3.2429, 3.0613, 1.9201], [0.1892, 1.3543, -5.2643], [0.2530, -0.6486, 1.7102], [-4.3837, 0.6124, -6.4755], [-0.0277, 1.1516, -0.3552], [6.1581, 3.7265, -4.1242], [-4.8538, -2.4130, 1.4092], [-3.4218, 3.6184, -4.7700], [1.0336, 3.9324, 2.2159], [4.2063, 0.7624, 2.1508], [-5.2807, -0.2819, 2.8425], [-2.3585, -2.7178, -2.4214], [-2.0219, 0.1425, -1.5129], [-4.3563, -6.1357, -2.8513], [-4.2912, -0.7007, 3.0326], [1.4321, 3.2623, -2.6490], [4.4826, 2.3373, 5.1847], [-3.5402, 1.7572, -6.3027], [1.7437, 3.4956, 2.9247], [-0.1095, 4.2749, 3.0166], [0.6206, -0.9219, 5.8869], [-6.9915, -1.3122, 0.6774], [0.9440, -2.8752, 4.9490], [1.5750, 0.2245, 2.5007], [0.4396, -4.4014, 8.2723], [4.4286, 2.6501, -0.6025], [0.8950, 1.9753, -4.7168], [-1.4399, -3.3288, -5.1913], [1.2273, -5.8968, 7.7999], [3.7256, -1.6389, 1.6665], [1.0376, 3.6373, -0.9325], [4.8043, 2.7066, 2.8905], [1.9551, -4.3147, 7.3852], [-3.3623, -1.9515, -4.1881], [6.4373, 3.5406, -2.3991], [-1.3659, -0.2646, 0.4213], [-2.1908, 2.9464, 2.1598], [-7.1661, -3.5408, -0.9445], [-2.0019, 2.5694, 3.1626], [1.1447, 0.8000, 0.4412], [0.2706, -4.8249, 6.1597]]}